Entry 1:
Entry from the Open Molecules 2025 dataset: an isolated molecule of C11H20N2O3 (wB97M-V/def2-TZVPD).

Last column: Mulliken charge in e.
Cartesian coordinates (Å):
C1 -1.010 0.175 3.638  -1.574
C2 -0.622 -0.722 2.474  0.808
C3 -1.806 -1.057 1.612  -1.340
C4 0.570 -0.086 1.619  -0.870
C5 0.316 1.295 0.986  0.391
N1 1.131 1.469 -0.244  -0.329
C6 0.747 1.149 -1.515  -0.280
O1 1.201 1.762 -2.467  -0.682
C7 -0.198 -0.045 -1.736  0.839
C8 0.602 -1.389 -1.764  -0.696
C9 0.301 -1.989 -3.151  -0.724
C10 -0.085 -0.776 -3.971  -0.480
N2 -0.861 0.039 -3.056  -0.601
C11 0.773 2.352 2.000  0.285
O2 0.062 2.940 2.790  -0.538
O3 2.131 2.589 1.889  -0.523
H1 -1.619 -0.445 4.329  0.434
H2 -0.145 0.552 4.212  0.379
H3 -1.568 1.071 3.353  0.325
H4 -0.106 -1.671 2.717  0.274
H5 -2.592 -1.542 2.214  0.449
H6 -1.511 -1.698 0.759  0.285
H7 -2.288 -0.192 1.130  0.269
H8 1.420 -0.031 2.340  0.326
H9 0.827 -0.828 0.832  0.282
H10 -0.760 1.419 0.725  0.344
H11 1.596 2.378 -0.397  0.353
H12 -1.006 -0.050 -0.954  -0.106
H13 1.658 -1.171 -1.603  0.490
H14 0.312 -2.102 -0.988  0.214
H15 1.188 -2.480 -3.563  0.323
H16 -0.498 -2.735 -3.059  0.310
H17 -0.627 -1.009 -4.902  0.359
H18 0.814 -0.190 -4.232  0.257
H19 -0.883 1.029 -3.262  0.316
H20 2.534 1.989 1.243  0.432

As for the calculated total energy: -766.38345 Ha. The structure (SMILES) is CC(C)C[C@H](NC(=O)[C@@H]1CCCN1)C(=O)O. The HOMO energy is -0.3297 Eh. Its energy above the lowest of the compared OMol25 structures with the same formula, charge and spin is 1.142 eV. Its HOMO-LUMO gap is 9.550 eV. The LUMO energy comes out at 0.021 Ha.

Entry 2:
Entry from the Open Molecules 2025 dataset: the ion CFO5S with charge -1 (wB97M-V/def2-TZVPD).

Last column: Mulliken charge in e.
Cartesian coordinates (Å):
C1 -1.119 0.107 -0.512  0.698
O1 -0.660 0.826 0.427  -0.631
O2 -1.847 0.293 -1.422  -0.558
O3 1.414 -0.034 2.142  -0.490
O4 2.026 0.784 -0.059  -0.514
O5 -0.477 -1.121 -0.325  -0.063
F1 -0.618 -1.889 -1.427  -0.174
S1 1.281 1.033 1.177  0.733

As for the calculated total energy: -912.34349 Ha. The HOMO energy is -0.2176 Eh. Its energy above the lowest of the compared OMol25 structures with the same formula, charge and spin is 0.067 eV. Its HOMO-LUMO gap is 9.563 eV. The LUMO energy comes out at 0.134 Ha. As for the total charge: -1.

Entry 3:
Entry from the Open Molecules 2025 dataset: the ion C8H10IN2 with charge +1 (wB97M-V/def2-TZVPD).

Last column: Mulliken charge in e.
Cartesian coordinates (Å):
C1 1.038 3.089 -0.013  -0.414
C2 0.003 2.640 0.668  -0.309
C3 1.668 -0.224 -1.252  -0.411
C4 1.990 2.182 -0.525  0.048
C5 -0.340 1.150 1.037  -0.845
C6 -0.807 0.211 -0.149  -1.324
C7 -0.242 -1.198 -0.058  0.962
C8 -0.837 -2.319 0.671  -1.333
N1 1.736 1.014 -0.821  -0.076
N2 0.880 -1.296 -0.672  0.011
I1 -3.052 0.423 -0.325  0.151
H1 1.264 4.053 -0.229  0.511
H2 -0.725 3.280 1.110  0.403
H3 2.442 -0.457 -1.964  0.377
H4 0.602 0.702 1.428  0.423
H5 -1.085 1.132 1.871  0.545
H6 -0.489 0.576 -1.032  0.911
H7 -1.280 -1.929 1.636  0.334
H8 -0.170 -3.152 0.945  0.431
H9 -1.571 -2.773 -0.031  0.356
H10 1.236 -2.185 -0.729  0.248

As for the calculated total energy: -717.62070 Ha. The HOMO energy (alpha / beta) is -0.4318 / -0.4317 Eh. Its energy above the lowest of the compared OMol25 structures with the same formula, charge and spin is 3.783 eV. Its HOMO-LUMO gap (alpha / beta) is 6.764 / 6.766 eV. The LUMO energy (alpha / beta) comes out at -0.183 / -0.183 Ha. As for the total charge: +1.

Which formula does entry 2 have? CFO5S